[1]
{"formula": "HINOP", "method": "the ωB97M-V functional and the def2-TZVPD basis", "smiles": "O=NPI", "homo_ev": [-9.70, -9.60], "e_above_lowest_kcal_mol": 30.2, "orbital_gap_ha": [0.292, 0.289], "spin_multiplicity": 1, "total_energy_ev": -20939.834, "lumo_ev": [-1.76, -1.75], "symbols": ["O", "N", "P", "I", "H"], "coordinates": [[-0.951, -1.588, -0.588], [-0.039, -1.028, 0.169], [-0.129, 0.469, 0.832], [2.037, 0.893, -0.169], [-0.918, 1.254, -0.245]]}

***

[2]
{"formula": "C26H44Cl2O2P2Sn", "method": "the ωB97M-V functional and the def2-TZVPD basis", "homo_ev": [-13.52, -13.51], "charge": 2, "orbital_gap_ha": [0.204, 0.206], "spin_multiplicity": 1, "total_energy_ev": -81208.683, "lumo_ev": [-7.98, -7.89], "symbols": ["Sn", "C", "C", "C", "C", "C", "C", "H", "H", "H", "C", "H", "H", "H", "C", "H", "H", "H", "C", "H", "H", "H", "C", "H", "H", "H", "C", "C", "C", "C", "C", "C", "C", "C", "H", "H", "H", "H", "H", "H", "H", "H", "H", "H", "H", "H", "P", "P", "C", "C", "H", "H", "H", "H", "C", "H", "H", "H", "C", "H", "H", "H", "C", "H", "H", "H", "C", "H", "H", "H", "Cl", "C", "Cl", "C", "O", "O", "H"], "coordinates": [[-0.401, 0.143, -0.946], [-0.659, -2.362, 1.233], [0.708, -2.521, 0.837], [0.615, -0.879, 2.451], [-0.712, -1.349, 2.226], [1.491, -1.599, 1.591], [-1.833, -3.093, 0.705], [-1.626, -3.568, -0.259], [-2.699, -2.428, 0.580], [-2.131, -3.885, 1.410], [-1.921, -0.867, 2.924], [-2.826, -1.076, 2.342], [-1.876, 0.214, 3.113], [-2.025, -1.377, 3.896], [0.991, 0.207, 3.376], [0.572, 0.025, 4.375], [0.605, 1.173, 3.012], [2.081, 0.276, 3.461], [2.953, -1.389, 1.489], [3.490, -1.907, 2.298], [3.192, -0.320, 1.574], [3.346, -1.760, 0.537], [1.229, -3.453, -0.191], [1.631, -4.364, 0.276], [2.049, -2.999, -0.766], [0.447, -3.766, -0.892], [-1.967, 1.000, -6.454], [-2.000, -0.347, -6.615], [-1.155, -1.100, -7.590], [0.257, -0.500, -7.847], [0.978, 0.038, -6.645], [1.019, 1.337, -6.308], [0.155, 2.409, -6.921], [-1.249, 1.943, -7.376], [-1.659, -1.174, -8.569], [0.182, 0.252, -8.646], [-1.041, -2.138, -7.239], [-1.183, 1.538, -8.393], [-2.652, 1.462, -5.734], [-2.782, -0.929, -6.117], [-1.877, 2.842, -7.464], [0.041, 3.225, -6.190], [1.798, 1.699, -5.620], [0.654, 2.868, -7.796], [0.870, -1.312, -8.269], [1.612, -0.686, -6.120], [-1.546, 0.426, -3.190], [1.463, 1.798, -1.670], [-0.478, 1.761, -3.855], [0.457, 2.630, -2.971], [-1.121, 2.435, -4.441], [0.119, 1.209, -4.600], [1.208, 3.122, -3.612], [-0.134, 3.415, -2.474], [2.176, 2.991, -0.536], [3.035, 2.539, -0.020], [1.431, 3.289, 0.216], [2.520, 3.873, -1.094], [2.823, 0.853, -2.437], [3.382, 1.509, -3.119], [2.447, -0.021, -2.985], [3.496, 0.505, -1.640], [-3.278, 0.879, -2.969], [-3.766, 0.109, -2.342], [-3.812, 0.926, -3.925], [-3.370, 1.851, -2.456], [-1.194, -1.283, -3.728], [-0.205, -1.610, -3.361], [-1.197, -1.415, -4.820], [-1.956, -1.958, -3.308], [-2.732, 4.412, -0.566], [-2.400, 3.618, 1.007], [-3.862, 2.942, 1.772], [-1.407, 2.467, 0.761], [-0.336, 2.450, 1.390], [-1.804, 1.612, -0.141], [-1.955, 4.352, 1.683]]}

***

[3]
{"formula": "C26H58IrOP4", "method": "the ωB97M-V functional and the def2-TZVPD basis", "homo_ev": [-14.63, -15.43], "charge": 3, "s_squared": 6.010, "orbital_gap_ha": [0.243, 0.160], "spin_multiplicity": 5, "total_energy_ev": -69915.345, "lumo_ev": [-8.02, -11.07], "symbols": ["Ir", "P", "P", "P", "H", "C", "C", "H", "C", "C", "C", "C", "C", "C", "C", "C", "C", "H", "H", "H", "H", "H", "H", "H", "H", "H", "H", "H", "H", "H", "H", "H", "H", "H", "H", "H", "H", "H", "H", "H", "H", "H", "H", "H", "H", "H", "C", "C", "C", "C", "C", "C", "O", "H", "H", "H", "H", "H", "H", "C", "C", "C", "P", "C", "C", "C", "C", "C", "C", "H", "H", "H", "H", "H", "H", "H", "H", "H", "H", "H", "H", "H", "H", "H", "H", "H", "H", "H", "H", "H"], "coordinates": [[0.402, 0.285, -1.949], [1.473, 0.864, -0.064], [-0.815, 2.117, -2.078], [2.238, -0.514, -2.916], [-1.944, -1.685, -0.998], [-0.951, -2.125, -1.022], [-0.039, -1.921, -0.020], [-0.334, -1.348, 0.861], [0.584, 1.185, 1.538], [2.339, 2.515, -0.263], [2.887, -0.140, 0.616], [-2.434, 1.772, -2.784], [-1.144, 3.202, -0.696], [0.218, 2.934, -3.319], [2.785, -2.115, -2.276], [3.630, 0.656, -2.858], [1.976, -0.745, -4.690], [-0.706, -2.756, -1.889], [0.960, -2.354, -0.066], [0.415, 0.247, 2.085], [-0.398, 1.643, 1.335], [1.115, 1.865, 2.226], [1.622, 3.308, -0.518], [3.089, 2.462, -1.064], [2.857, 2.827, 0.653], [2.547, -1.171, 0.789], [3.255, 0.244, 1.577], [3.747, -0.171, -0.068], [-2.369, 1.938, -3.854], [-3.165, 2.453, -2.331], [-2.740, 0.730, -2.591], [-1.689, 4.047, -1.128], [-0.241, 3.569, -0.201], [-1.795, 2.693, 0.032], [-0.440, 3.655, -3.810], [0.598, 2.203, -4.046], [1.058, 3.453, -2.842], [3.339, -2.618, -3.075], [1.927, -2.737, -1.985], [3.442, -1.988, -1.407], [4.348, 0.346, -3.626], [4.133, 0.650, -1.883], [3.292, 1.674, -3.089], [2.946, -0.959, -5.128], [1.556, 0.172, -5.124], [1.275, -1.577, -4.898], [-1.646, -1.290, -4.628], [-2.897, -0.797, -5.072], [-3.587, -1.457, -6.124], [-3.042, -2.643, -6.666], [-1.881, -3.172, -6.126], [-1.209, -2.528, -5.096], [-0.845, -0.449, -3.877], [-0.559, -0.755, -2.863], [-3.303, 0.095, -4.642], [-4.524, -1.032, -6.504], [-3.572, -3.125, -7.525], [-1.495, -4.114, -6.539], [-0.321, -2.972, -4.660], [-3.577, 2.599, 3.330], [-2.927, 1.447, 4.108], [-3.814, 0.978, 5.261], [-2.291, 0.129, 2.952], [-1.527, -1.214, 4.019], [-0.716, -0.642, 5.182], [-2.494, -2.306, 4.459], [-3.718, -0.608, 2.025], [-5.038, -0.747, 2.792], [-3.937, 0.158, 0.702], [-4.547, 2.321, 2.903], [-2.922, 2.959, 2.516], [-3.739, 3.444, 4.010], [-1.987, 1.830, 4.546], [-4.836, 0.755, 4.931], [-3.417, 0.106, 5.799], [-3.881, 1.802, 5.988], [-0.818, -1.663, 3.301], [-1.352, -0.277, 5.994], [-0.083, -1.439, 5.589], [-0.050, 0.175, 4.866], [-1.919, -3.079, 4.978], [-2.998, -2.791, 3.611], [-3.256, -1.941, 5.158], [-3.366, -1.622, 1.767], [-5.521, 0.225, 2.972], [-5.736, -1.345, 2.179], [-4.922, -1.279, 3.748], [-3.008, 0.212, 0.114], [-4.691, -0.369, 0.095], [-4.302, 1.180, 0.880]]}

***

[4]
{"formula": "C4H5N6", "method": "the ωB97M-V functional and the def2-TZVPD basis", "homo_ev": [-12.80, -12.81], "charge": 1, "e_above_lowest_kcal_mol": 89.0, "orbital_gap_ha": [0.278, 0.278], "spin_multiplicity": 1, "total_energy_ev": -13156.969, "lumo_ev": [-5.25, -5.25], "symbols": ["C", "C", "C", "C", "N", "N", "N", "N", "N", "N", "H", "H", "H", "H", "H"], "coordinates": [[-0.511, -0.877, -0.976], [-1.003, 2.119, 1.199], [0.112, 0.343, -0.706], [0.624, 0.347, 0.709], [-0.928, -1.878, -1.420], [-1.970, 2.638, 0.831], [0.221, 1.254, -1.555], [-1.353, -2.979, -1.510], [0.023, 1.224, 1.517], [1.637, -0.422, 1.041], [0.566, 2.125, -1.685], [-1.365, -3.465, -2.294], [0.285, 1.384, 2.493], [1.811, -1.137, 0.341], [1.851, -0.677, 2.017]]}

***

[5]
{"formula": "C23H34N2O3", "method": "the ωB97M-V functional and the def2-TZVPD basis", "smiles": "COc1cccc2c1OCC(CN1CCN(C3CCCCC3)[C@@H](CCO)C1)=C2", "homo_ev": -8.16, "e_above_lowest_kcal_mol": 60.1, "orbital_gap_ha": 0.325, "spin_multiplicity": 1, "total_energy_ev": -33524.597, "lumo_ev": 0.69, "symbols": ["C", "O", "C", "C", "C", "C", "C", "C", "O", "C", "C", "C", "N", "C", "C", "N", "C", "C", "C", "C", "C", "C", "C", "C", "C", "O", "C", "C", "H", "H", "H", "H", "H", "H", "H", "H", "H", "H", "H", "H", "H", "H", "H", "H", "H", "H", "H", "H", "H", "H", "H", "H", "H", "H", "H", "H", "H", "H", "H", "H", "H", "H"], "coordinates": [[-5.350, 3.130, -0.453], [-5.873, 2.326, 0.580], [-5.487, 1.027, 0.721], [-6.188, 0.330, 1.708], [-5.916, -0.992, 1.994], [-4.919, -1.652, 1.303], [-4.205, -0.987, 0.314], [-4.492, 0.352, 0.006], [-3.747, 1.003, -0.954], [-3.257, 0.188, -2.001], [-2.608, -1.077, -1.505], [-1.431, -1.635, -2.261], [-0.124, -1.238, -1.756], [0.145, 0.183, -1.815], [1.624, 0.394, -1.513], [1.945, -0.064, -0.169], [3.288, 0.334, 0.271], [3.377, 1.849, 0.482], [4.698, 2.191, 1.167], [5.875, 1.720, 0.317], [5.777, 0.221, 0.047], [4.449, -0.118, -0.625], [1.643, -1.497, -0.080], [1.947, -2.130, 1.288], [1.155, -1.530, 2.457], [1.294, -0.141, 2.588], [0.157, -1.702, -0.415], [-3.113, -1.627, -0.399], [-5.833, 4.099, -0.330], [-4.268, 3.246, -0.368], [-5.592, 2.728, -1.440], [-6.956, 0.869, 2.238], [-6.479, -1.502, 2.760], [-4.684, -2.683, 1.519], [-4.086, -0.075, -2.686], [-2.552, 0.818, -2.547], [-1.481, -1.321, -3.308], [-1.463, -2.728, -2.227], [-0.072, 0.548, -2.822], [-0.457, 0.752, -1.087], [1.853, 1.456, -1.589], [2.203, -0.154, -2.274], [3.433, -0.111, 1.258], [2.539, 2.179, 1.098], [3.333, 2.378, -0.472], [4.735, 1.706, 2.144], [4.763, 3.269, 1.325], [6.815, 1.944, 0.825], [5.873, 2.258, -0.634], [6.606, -0.097, -0.590], [5.854, -0.322, 0.992], [4.396, 0.389, -1.591], [4.391, -1.195, -0.803], [2.222, -2.055, -0.841], [3.014, -2.062, 1.499], [1.700, -3.191, 1.224], [1.515, -1.961, 3.397], [0.092, -1.796, 2.356], [1.177, 0.245, 1.704], [-0.070, -2.769, -0.360], [-0.461, -1.168, 0.324], [-2.728, -2.552, 0.004]]}